{
  "formula": "C28H36AuGeNOSSi2",
  "method": "wB97M-V/def2-TZVPD",
  "orbital_gap_ev": [6.90, 4.33],
  "spin_multiplicity": 2,
  "total_charge": 1,
  "energy_ha": -4408.197033,
  "relative_energy_kj_mol": 162.3,
  "symbols": ["Au", "C", "Si", "C", "C", "C", "C", "C", "C", "N", "C", "S", "H", "H", "H", "H", "H", "H", "H", "H", "H", "H", "H", "H", "C", "Ge", "C", "C", "C", "C", "C", "C", "C", "C", "C", "C", "C", "C", "C", "C", "C", "C", "H", "H", "H", "H", "H", "H", "H", "H", "H", "H", "H", "H", "H", "H", "H", "C", "Si", "C", "C", "O", "H", "H", "H", "H", "H", "H", "H", "H", "H"],
  "xyz": [[0.2820, 0.5301, -1.0567], [-6.6245, 0.1852, -3.3947], [-5.0673, 0.8234, -2.5971], [-4.3430, 2.2116, -3.6090], [-5.4216, 1.3266, -0.8358], [-3.8233, -0.6430, -2.5876], [-4.2139, -1.8823, -3.1076], [-3.3305, -2.9416, -3.1529], [-2.0268, -2.7574, -2.6736], [-1.6168, -1.6288, -2.1445], [-2.4925, -0.5927, -2.1088], [-1.9041, 0.9135, -1.5021], [-7.3622, 0.9901, -3.4218], [-7.0697, -0.6400, -2.8357], [-6.4633, -0.1387, -4.4247], [-5.0708, 3.0211, -3.6980], [-4.0997, 1.8753, -4.6188], [-3.4410, 2.6290, -3.1624], [-6.1926, 2.1005, -0.8315], [-4.5468, 1.7311, -0.3253], [-5.8004, 0.4832, -0.2552], [-5.2135, -2.0089, -3.5018], [-3.6250, -3.8993, -3.5594], [-1.3041, -3.5646, -2.7099], [-1.9129, 0.6574, 1.7029], [0.0079, 0.4229, 1.4975], [0.5332, -1.3713, 1.9632], [0.6765, -1.6059, 3.3314], [0.9946, -2.8765, 3.7892], [1.1700, -3.9142, 2.8853], [1.0248, -3.6852, 1.5241], [0.7074, -2.4163, 1.0620], [1.0211, 1.9223, 2.1129], [0.2846, 3.0550, 2.3865], [0.8947, 4.2202, 2.8862], [2.2422, 4.2334, 3.0975], [3.0408, 3.0933, 2.8362], [4.4351, 3.1152, 3.0818], [5.1968, 2.0077, 2.8548], [4.5955, 0.8293, 2.3657], [3.2553, 0.7825, 2.1062], [2.4358, 1.9134, 2.3358], [-2.1436, 0.6245, 2.7698], [-2.4235, -0.1732, 1.2172], [-2.2722, 1.6018, 1.2989], [0.5589, -0.8005, 4.0497], [1.1121, -3.0526, 4.8501], [1.4235, -4.9035, 3.2426], [1.1661, -4.4950, 0.8198], [0.5985, -2.2431, -0.0019], [-0.7860, 3.0656, 2.2230], [0.2934, 5.0931, 3.1001], [2.7261, 5.1247, 3.4788], [4.8823, 4.0256, 3.4611], [6.2606, 2.0273, 3.0497], [5.2073, -0.0471, 2.1965], [2.8191, -0.1253, 1.7126], [4.0981, -1.6623, 0.2018], [3.2785, -0.7210, -1.1837], [4.5533, 0.3024, -2.0754], [2.4583, -1.9240, -2.3677], [2.1502, 0.3265, -0.5686], [4.9231, -2.2508, -0.2086], [3.4242, -2.3449, 0.7229], [4.5246, -0.9786, 0.9377], [5.3952, -0.3101, -2.4056], [4.9412, 1.0759, -1.4095], [4.1317, 0.7970, -2.9525], [3.1969, -2.5974, -2.8087], [1.9612, -1.4010, -3.1898], [1.7091, -2.5404, -1.8651]],
  "atomic_forces_ev_per_a": [[-0.185, 0.074, 0.026], [-0.011, -0.004, -0.011], [-0.005, -0.019, 0.003], [-0.002, 0.015, -0.017], [0.012, 0.000, 0.007], [-0.039, -0.008, 0.056], [0.003, 0.023, -0.047], [-0.063, 0.047, -0.081], [0.027, -0.026, 0.190], [0.006, 0.376, 0.007], [0.103, -0.093, -0.145], [0.056, -0.342, -0.218], [0.000, 0.005, 0.000], [-0.006, -0.003, -0.003], [-0.003, -0.002, -0.001], [-0.018, -0.009, -0.001], [0.003, 0.001, -0.003], [-0.012, 0.024, -0.018], [0.001, 0.004, 0.002], [0.007, -0.005, 0.003], [0.010, -0.002, 0.009], [-0.011, -0.011, 0.040], [0.004, 0.002, -0.012], [-0.004, -0.005, 0.007], [0.007, 0.014, -0.052], [0.136, -0.040, 0.211], [-0.002, 0.010, -0.007], [0.055, -0.044, -0.012], [0.010, 0.012, 0.012], [0.003, -0.014, -0.014], [-0.014, 0.002, -0.002], [-0.120, 0.011, 0.014], [0.006, 0.044, -0.003], [0.057, -0.039, -0.035], [0.004, 0.019, 0.001], [-0.002, 0.021, 0.002], [-0.020, -0.017, -0.003], [0.009, 0.003, 0.002], [0.007, 0.006, 0.007], [-0.024, 0.186, 0.148], [-0.026, 0.032, 0.147], [-0.039, 0.005, 0.062], [0.051, -0.009, 0.019], [-0.034, 0.008, 0.015], [-0.030, -0.011, 0.012], [0.006, 0.005, -0.003], [0.000, -0.002, 0.001], [-0.001, -0.001, 0.000], [0.005, -0.003, 0.001], [-0.018, 0.001, 0.008], [-0.016, 0.001, 0.005], [0.002, 0.006, -0.007], [0.000, -0.001, 0.002], [-0.001, 0.005, -0.004], [0.002, -0.002, 0.005], [0.077, 0.164, 0.176], [-0.017, 0.154, 0.139], [0.148, -0.069, -0.001], [0.065, -0.099, -0.135], [-0.002, -0.004, 0.008], [-0.016, 0.041, 0.004], [-0.076, -0.007, -0.017], [-0.020, -0.053, -0.011], [-0.003, 0.013, -0.032], [-0.072, -0.384, -0.427], [-0.004, -0.004, -0.008], [0.014, 0.009, 0.003], [-0.008, 0.005, 0.003], [0.002, -0.001, -0.003], [0.015, 0.006, -0.017], [0.011, -0.024, -0.008]],
  "lowdin_charge": [0.754, -0.178, 0.508, -0.177, -0.169, -0.207, -0.052, -0.002, -0.107, 0.036, -0.662, 0.790, 0.045, 0.042, 0.043, 0.044, 0.044, 0.002, 0.044, 0.007, 0.043, 0.101, 0.120, 0.121, -0.245, 0.980, -0.322, -0.102, -0.065, -0.065, -0.076, -0.129, -0.249, -0.102, -0.061, -0.007, -0.155, -0.024, -0.054, -0.060, -0.054, -0.159, 0.047, 0.021, 0.001, 0.110, 0.111, 0.111, 0.112, 0.062, 0.088, 0.110, 0.122, 0.117, 0.111, 0.097, 0.061, -0.142, 0.276, -0.158, -0.177, -0.554, 0.049, 0.028, -0.015, 0.037, 0.034, 0.033, 0.038, 0.027, 0.004]
}